No. 1
{"formula": "C47H50FGe2N3O9PbSe", "method": "ωB97M-V with the def2-TZVPD basis set", "relative_energy_ev": 0.7357, "e_lumo_ha": -0.02210, "e_tot_ev": -258790.6921, "e_homo_ha": -0.2690, "gap_ev": 6.72, "species": ["Pb", "C", "O", "C", "C", "C", "C", "C", "C", "N", "N", "C", "C", "O", "C", "C", "C", "C", "C", "C", "C", "C", "H", "H", "H", "H", "H", "H", "H", "H", "H", "H", "H", "H", "H", "C", "C", "C", "C", "C", "C", "C", "F", "C", "C", "C", "O", "C", "C", "N", "C", "C", "O", "O", "H", "H", "H", "H", "H", "H", "H", "H", "H", "H", "H", "C", "C", "Ge", "C", "C", "C", "C", "Ge", "C", "C", "C", "C", "C", "C", "C", "C", "C", "C", "H", "H", "H", "H", "H", "H", "H", "H", "H", "H", "H", "H", "H", "H", "H", "H", "H", "H", "H", "H", "H", "H", "H", "H", "H", "H", "O", "Se", "O", "O", "O"], "coordinates": [[-1.86149, 0.82213, 0.92800], [-4.19349, 2.60833, 3.09390], [-4.15929, 2.08573, 1.77950], [-5.14379, 1.20753, 1.38360], [-6.32379, 0.99833, 2.07890], [-7.29919, 0.15483, 1.57010], [-7.12619, -0.46507, 0.34590], [-5.94959, -0.28277, -0.34770], [-4.94549, 0.54313, 0.15480], [-3.71429, 0.64173, -0.50280], [-3.76389, 0.30493, -1.73940], [-2.74559, 0.23053, -2.59500], [-1.34809, 0.44593, -2.34090], [-0.82109, 0.60113, -1.18700], [-0.46959, 0.48843, -3.47290], [-0.89189, 0.25553, -4.73430], [-2.24129, -0.09027, -5.00640], [-2.66569, -0.38627, -6.30940], [-3.96559, -0.74537, -6.56050], [-4.88409, -0.77317, -5.50980], [-4.49309, -0.45097, -4.23280], [-3.16529, -0.10777, -3.94180], [-5.10679, 3.18473, 3.27200], [-3.33469, 3.27673, 3.16370], [-4.10269, 1.81523, 3.84070], [-6.49539, 1.47273, 3.03220], [-8.19639, -0.00847, 2.14610], [-7.89099, -1.11407, -0.04860], [-5.76579, -0.79777, -1.27630], [0.56311, 0.72503, -3.25770], [-0.19849, 0.30343, -5.55990], [-1.94119, -0.33077, -7.10900], [-4.28329, -0.98857, -7.56270], [-5.90919, -1.04877, -5.70550], [-5.20459, -0.45387, -3.42570], [5.16421, 1.05933, 5.05770], [3.76371, 1.17543, 5.66910], [3.66891, 2.21843, 6.78000], [3.90381, 3.61383, 6.21670], [2.99691, 3.86623, 5.04670], [2.65521, 5.15713, 4.69490], [1.81691, 5.38803, 3.60890], [1.52061, 6.66043, 3.28380], [1.30461, 4.35683, 2.86470], [1.63721, 3.04253, 3.20780], [1.09921, 1.95953, 2.37890], [0.33451, 2.22353, 1.44280], [1.52381, 0.64253, 2.76780], [2.30821, 0.48253, 3.87090], [2.79711, 1.48363, 4.61950], [2.49161, 2.78653, 4.29580], [1.16761, -0.61497, 2.02310], [1.19851, -1.68117, 2.59100], [0.87931, -0.49097, 0.75470], [5.90201, 0.91723, 5.84370], [5.42441, 1.94983, 4.49000], [5.20301, 0.20483, 4.38420], [3.48461, 0.19903, 6.07850], [4.39891, 1.98483, 7.55580], [2.67221, 2.16803, 7.22320], [4.94621, 3.71083, 5.90140], [3.72801, 4.36523, 6.98690], [3.02971, 5.99833, 5.25990], [0.64161, 4.52723, 2.03070], [2.56261, -0.52187, 4.17900], [-2.41979, -3.97657, -3.00930], [-2.61799, -3.24727, -1.68840], [-0.96769, -2.81407, -0.60030], [-0.23659, -4.36587, 0.45460], [-0.53449, -5.68617, -0.24440], [0.48071, -2.27897, -1.86880], [1.52291, -1.45657, -1.98950], [1.92411, 0.05483, -0.67240], [1.85491, 2.08593, -1.02610], [2.60071, 2.64233, -2.22940], [3.71701, -0.25687, 0.29630], [5.03101, 0.09143, -0.38850], [2.48571, -1.57887, -3.09960], [2.56891, -2.69637, -3.93640], [3.48941, -2.75057, -4.96680], [4.36321, -1.69977, -5.19360], [4.30841, -0.59237, -4.36650], [3.38721, -0.54317, -3.33850], [-3.38819, -4.17807, -3.46310], [-1.90369, -4.92337, -2.87040], [-1.84509, -3.37097, -3.70610], [-3.25709, -3.83287, -1.02740], [-3.15019, -2.31577, -1.87160], [-0.68699, -4.34467, 1.44580], [0.83931, -4.23477, 0.56830], [-1.60669, -5.82447, -0.35110], [-0.13649, -6.52267, 0.32530], [-0.08749, -5.70217, -1.23680], [0.37981, -3.05527, -2.62910], [2.27861, 2.52053, -0.11990], [0.80501, 2.36143, -1.07450], [3.65641, 2.37623, -2.21120], [2.53471, 3.73143, -2.20590], [2.17621, 2.29253, -3.16830], [3.73901, -1.30537, 0.59350], [3.64491, 0.33173, 1.21530], [5.20161, -0.54517, -1.25250], [5.85871, -0.04697, 0.30870], [5.05031, 1.13083, -0.71020], [1.91261, -3.53897, -3.78760], [3.53321, -3.62367, -5.60120], [5.07781, -1.74387, -6.00280], [4.98861, 0.23263, -4.52310], [3.35661, 0.32773, -2.70450], [-4.17839, -2.43737, 0.93550], [-2.89579, -2.07897, 1.75360], [-2.37289, -3.26647, 2.61930], [-1.64619, -1.60157, 0.58440], [-3.02299, -0.69777, 2.56350]], "forces_ev_per_angstrom": [[0.54, 0.30, 0.39], [-0.04, 0.09, 0.20], [-0.06, -0.33, -0.38], [-0.13, -0.06, -0.54], [0.13, 0.04, 0.17], [0.03, 0.08, -0.04], [-0.05, 0.01, 0.08], [0.06, 0.24, 0.21], [-0.94, -0.08, 0.43], [0.79, -0.16, -1.46], [-0.63, 0.29, 1.27], [0.94, 0.10, -0.11], [-0.35, 0.01, 0.10], [-0.49, 0.09, 0.06], [0.14, 0.10, -0.29], [0.24, 0.03, 0.38], [-0.44, 0.02, 0.09], [-0.06, -0.12, -0.02], [0.11, 0.09, -0.16], [0.08, -0.01, 0.13], [-0.17, -0.04, -0.04], [0.08, -0.01, -0.41], [0.09, -0.05, -0.05], [-0.08, -0.05, 0.04], [-0.04, -0.04, -0.07], [0.06, 0.07, 0.07], [-0.12, -0.02, 0.04], [-0.07, -0.11, -0.04], [0.01, -0.09, 0.04], [0.02, 0.00, -0.08], [0.16, 0.01, -0.12], [0.07, -0.05, -0.11], [-0.01, -0.02, -0.11], [-0.12, -0.02, 0.02], [-0.14, -0.02, 0.03], [-0.25, -0.02, 0.14], [0.51, -0.17, 0.36], [-0.03, -0.03, -0.18], [0.04, -0.12, 0.13], [0.08, 0.11, 0.01], [-0.13, -0.17, -0.15], [0.02, -0.23, -0.14], [-0.01, -0.07, 0.07], [0.07, 0.18, 0.24], [0.26, 0.16, 0.22], [0.01, 0.04, 0.01], [0.27, 0.07, 0.12], [-0.26, -0.05, -0.22], [-0.05, 0.06, 0.06], [-0.27, -0.50, -0.16], [-0.39, 0.79, -0.34], [0.66, -0.12, 0.88], [-0.10, -0.03, -0.06], [-0.52, 0.26, -0.93], [0.10, -0.04, 0.05], [0.02, 0.09, -0.04], [0.05, -0.02, -0.05], [-0.04, 0.14, -0.06], [-0.04, -0.03, -0.02], [0.01, -0.02, 0.05], [0.01, 0.06, 0.03], [0.05, 0.02, -0.02], [0.04, 0.05, 0.06], [0.00, 0.03, -0.07], [0.09, -0.07, 0.02], [0.17, 0.12, 0.15], [0.62, 0.02, 0.47], [0.22, -0.97, -0.70], [-0.24, 0.56, -0.32], [-0.01, 0.24, -0.04], [-0.58, -0.13, 0.78], [-0.23, 0.73, 0.80], [1.04, 0.06, 0.26], [-0.14, -1.02, 0.07], [0.02, -0.13, 0.08], [-0.71, 0.05, -0.49], [-0.14, 0.00, -0.01], [0.40, 0.04, -0.30], [-0.04, 0.04, 0.02], [-0.04, -0.07, -0.03], [0.03, 0.10, 0.01], [0.17, 0.06, -0.15], [-0.24, -0.14, 0.06], [-0.05, -0.07, -0.12], [0.06, -0.16, -0.07], [0.08, 0.04, -0.19], [-0.01, 0.05, 0.11], [0.04, 0.13, 0.17], [-0.01, 0.15, -0.03], [0.01, 0.20, 0.01], [-0.15, -0.14, -0.06], [0.03, -0.12, 0.02], [0.03, -0.18, -0.15], [0.12, 0.02, -0.18], [-0.06, -0.12, 0.09], [0.02, -0.06, 0.12], [0.11, 0.04, -0.07], [0.02, 0.01, -0.11], [0.02, 0.05, -0.13], [-0.15, -0.10, 0.07], [-0.17, 0.00, -0.02], [0.12, 0.01, -0.11], [0.09, -0.02, -0.05], [0.05, 0.12, -0.11], [-0.06, -0.10, 0.06], [-0.04, -0.10, -0.03], [0.04, -0.02, -0.03], [0.03, 0.08, 0.01], [0.09, 0.19, 0.03], [-1.76, -0.26, -1.61], [-0.07, -0.22, 0.25], [1.29, -1.65, 1.21], [-0.10, 0.37, 0.30], [0.25, 1.62, 0.29]]}

=====

No. 2
{"formula": "C47H50N4O5S6Si2Sr", "method": "ωB97M-V with the def2-TZVPD basis set", "e_lumo_ha": [0.13024, 0.13082], "charge": -2, "e_tot_ev": -147355.1833, "e_homo_ha": [-0.0053, -0.0322], "gap_ev": [3.69, 4.43], "species": ["Sr", "O", "C", "C", "C", "C", "N", "C", "C", "C", "C", "C", "C", "O", "C", "C", "N", "H", "H", "H", "H", "H", "H", "H", "H", "H", "H", "H", "H", "S", "C", "S", "C", "N", "N", "C", "C", "C", "C", "C", "C", "S", "H", "H", "H", "H", "H", "O", "C", "O", "C", "C", "C", "C", "C", "C", "H", "H", "H", "H", "H", "O", "C", "C", "C", "C", "C", "S", "C", "C", "C", "C", "S", "C", "C", "C", "C", "S", "H", "H", "H", "H", "H", "H", "H", "H", "H", "C", "Si", "C", "C", "C", "Si", "C", "C", "C", "H", "H", "H", "H", "H", "H", "H", "H", "H", "H", "H", "H", "H", "H", "H", "H", "H", "H", "H"], "coordinates": [[12.16021, 12.76083, 20.91991], [14.57351, 6.65201, 17.51743], [13.31054, 7.10655, 17.09436], [13.03817, 8.44114, 17.75951], [11.97065, 9.29365, 17.52044], [11.74050, 10.32959, 18.38227], [12.50831, 10.67326, 19.45410], [13.61908, 9.88494, 19.67465], [13.82786, 8.74273, 18.82606], [14.46494, 10.18629, 20.76813], [15.41724, 9.25067, 21.26149], [15.98065, 9.37569, 22.49587], [16.85693, 8.33830, 23.07458], [18.17869, 8.88013, 23.27145], [15.72258, 10.54918, 23.22977], [14.90406, 11.48423, 22.66882], [14.26106, 11.32710, 21.51694], [14.54649, 5.72369, 17.69561], [12.51060, 6.42027, 17.43306], [13.26664, 7.16793, 16.02449], [11.22326, 9.11469, 16.77897], [10.85567, 10.94798, 18.20184], [14.69550, 8.12544, 19.00840], [15.66492, 8.38789, 20.64814], [16.94640, 7.46080, 22.42655], [16.50832, 8.01094, 24.03840], [18.28995, 9.46590, 22.51424], [16.14748, 10.73638, 24.22430], [14.70227, 12.38907, 23.21757], [11.31131, 12.31415, 12.07805], [12.10867, 13.00658, 13.40288], [12.03726, 12.31379, 14.99919], [12.79951, 13.70261, 15.79371], [13.11241, 14.56485, 14.87946], [12.74297, 14.18175, 13.55474], [13.06217, 15.14003, 12.55017], [13.25285, 14.77798, 11.20276], [13.48136, 15.79072, 10.28583], [13.62261, 17.12246, 10.68681], [13.45960, 17.45850, 12.03281], [13.18563, 16.46719, 12.95890], [13.00803, 13.80216, 17.48922], [13.19273, 13.75490, 10.89209], [13.65474, 15.54340, 9.23683], [13.85353, 17.83427, 9.90065], [13.64784, 18.48257, 12.35637], [13.10095, 16.71527, 13.99689], [9.49824, 16.00779, 20.17427], [10.43178, 15.83851, 21.19940], [11.50440, 15.17781, 20.99972], [10.03955, 16.45207, 22.37757], [10.92252, 16.68431, 23.48886], [10.46485, 17.24956, 24.68712], [9.10711, 17.54887, 24.89229], [8.23518, 17.37399, 23.81461], [8.67654, 16.84541, 22.63654], [11.98184, 16.47168, 23.36671], [11.19245, 17.50642, 25.45225], [8.79928, 18.03529, 25.81182], [7.20298, 17.71682, 23.83617], [8.02819, 16.81654, 21.77702], [11.11354, 12.74326, 23.07103], [10.46082, 11.69371, 23.66846], [10.54598, 10.38926, 22.81706], [9.55732, 9.87708, 22.01597], [9.87170, 8.64076, 21.43301], [11.11137, 8.21010, 21.79825], [11.92650, 9.36059, 22.73013], [11.09097, 11.44372, 25.03026], [10.78904, 10.56398, 26.03528], [11.46905, 10.82893, 27.23495], [12.29737, 11.89572, 27.11334], [12.23048, 12.57962, 25.53386], [8.97043, 12.03641, 23.80074], [7.98481, 11.34172, 24.43138], [6.72567, 11.96944, 24.36598], [6.75678, 13.11663, 23.66722], [8.33143, 13.49664, 23.12429], [8.57909, 10.36023, 21.91501], [9.19924, 8.08926, 20.76533], [11.60422, 7.28271, 21.52667], [10.04716, 9.77098, 25.95588], [11.30540, 10.25103, 28.15206], [12.95777, 12.35259, 27.84059], [8.15862, 10.41474, 24.94478], [5.84276, 11.65583, 24.90153], [5.96817, 13.85922, 23.59493], [9.04759, 14.06004, 16.48739], [8.44904, 14.68290, 18.14280], [8.27632, 13.26452, 19.33012], [6.88786, 15.74608, 18.12174], [9.87560, 15.68023, 18.83286], [10.44878, 17.28373, 17.94969], [12.15581, 17.64002, 18.61100], [9.33112, 18.71922, 18.39420], [10.53819, 17.11281, 16.09268], [8.74947, 13.04254, 16.25175], [10.12691, 14.01304, 16.48381], [8.74327, 14.72519, 15.67896], [7.37986, 13.32879, 19.91970], [9.09097, 13.34595, 20.07580], [8.32076, 12.30264, 18.84451], [6.11015, 15.25089, 17.55385], [7.06534, 16.71436, 17.66796], [6.57760, 15.95295, 19.14587], [10.76305, 15.02231, 18.87711], [12.18838, 17.49043, 19.70412], [12.40609, 18.67057, 18.41223], [12.93684, 17.03779, 18.12322], [9.20631, 18.74967, 19.46616], [8.36244, 18.60288, 17.92153], [9.74525, 19.64138, 18.01997], [11.22798, 16.31679, 15.81213], [10.85117, 18.05279, 15.63700], [9.54855, 16.82710, 15.66435]], "forces_ev_per_angstrom": [[-0.27, 0.65, 0.31], [0.57, 0.04, -0.41], [-0.84, 0.35, 0.79], [0.93, -0.61, 0.95], [-0.96, 0.12, -0.15], [0.33, 0.81, 0.94], [-0.26, -0.64, -0.99], [-0.70, -0.13, -0.87], [0.80, 0.71, 0.73], [0.43, -0.11, 0.78], [0.05, -0.45, -0.47], [-0.40, 0.01, -0.29], [0.98, -0.12, -0.45], [-0.03, -0.11, 0.02], [0.37, 0.33, 1.07], [-0.20, -0.21, -0.04], [-0.60, 0.53, -0.71], [-0.11, -0.71, 0.06], [0.24, 0.11, -0.21], [-0.03, 0.11, -0.75], [-0.20, -0.14, -0.61], [0.27, -0.02, 0.15], [-0.22, 0.07, 0.05], [-0.08, -0.01, 0.26], [-0.25, -0.02, -0.08], [-0.16, -0.09, 0.52], [0.24, 0.07, 0.12], [-0.12, -0.22, -0.50], [-0.13, 0.35, 0.07], [0.52, 0.24, 0.39], [-0.53, -0.08, 0.48], [-0.30, -0.74, 0.12], [-0.37, -0.58, -0.62], [0.33, 0.87, -0.81], [0.54, 0.10, 0.86], [-0.15, -0.17, -0.17], [-0.28, 0.63, 0.74], [0.54, 0.27, -0.05], [-0.31, -0.49, -0.12], [0.57, 0.08, -0.68], [0.05, 0.10, -0.39], [0.00, 0.10, -0.52], [-0.08, -0.25, 0.01], [-0.16, -0.02, 0.27], [-0.02, 0.25, 0.33], [-0.26, -0.23, 0.00], [-0.12, -0.05, 0.31], [0.05, 0.05, 0.62], [0.40, -0.34, -0.71], [-0.28, 0.07, -0.33], [-0.49, 0.47, 2.06], [-0.08, 0.21, 0.50], [0.20, -0.47, -0.99], [0.43, 0.37, 0.22], [-0.14, 0.09, -0.16], [0.43, 0.24, -1.19], [-0.14, -0.04, 0.04], [-0.05, -0.19, 0.02], [-0.10, -0.11, -0.04], [0.05, -0.11, 0.30], [-0.42, -0.14, -0.01], [0.19, -0.41, -0.48], [0.26, -0.07, -0.91], [-0.34, 0.20, -0.10], [-0.76, 0.77, 0.30], [-0.18, -0.76, -0.51], [0.15, -0.44, -0.62], [0.04, 0.23, 0.93], [-0.81, -0.32, 0.19], [-0.66, -0.39, -0.47], [-0.02, -0.39, 0.74], [0.61, 0.69, -0.18], [0.34, 0.33, 0.49], [-0.09, 0.23, 0.24], [0.16, -0.19, 0.12], [-0.46, -0.45, 0.56], [0.02, 1.27, -0.26], [0.60, -0.37, 0.01], [0.47, -0.18, 0.03], [0.32, 0.19, 0.37], [-0.03, 0.26, -0.10], [0.21, 0.17, -0.16], [0.21, 0.28, -0.36], [-0.13, -0.21, 0.01], [0.05, -0.24, 0.09], [-0.09, -0.28, -0.04], [0.13, -0.21, -0.18], [-0.43, 0.04, -0.28], [0.64, 0.30, 0.14], [0.49, 0.14, 0.53], [0.48, -0.17, -0.05], [0.30, 0.18, -0.46], [0.37, -0.59, 0.49], [0.26, -0.14, 0.21], [-0.07, -0.57, -0.31], [-0.89, -0.42, -0.32], [-0.39, -0.12, -0.08], [0.45, 0.23, 0.16], [0.00, -0.12, -0.17], [-0.56, -0.10, 0.27], [-0.24, -0.13, -0.33], [0.01, -0.43, -0.13], [-0.42, -0.10, 0.04], [0.13, 0.18, -0.26], [-0.15, -0.20, 0.05], [-0.22, 0.13, -0.30], [0.06, -0.07, -0.41], [0.14, 0.61, -0.03], [-0.33, -0.11, 0.26], [-0.09, 0.17, 0.38], [-0.34, -0.04, 0.01], [0.28, 0.47, 0.00], [0.19, 0.02, -0.03], [0.06, 0.03, -0.08], [0.58, 0.33, 0.22]]}